Density functional theory data (ωB97M-V with the def2-TZVPD basis set) for a structure of composition C16H19BeClLiNNaO7.

Values from the calculation:
DFT total energy in eV: -50254.549
Charge: +1
Largest force on an atom in eV/A: 2.914
Multiplicity: 1
Gap between HOMO and LUMO in eV: 1.81

Geometry as XYZ:
```
47
Properties=species:S:1:pos:R:3:forces:R:3
O 4.3174 -0.8798 -0.7656 0.94 0.43 -1.53
C 3.2441 -1.2770 -1.0208 -1.30 -0.87 -0.56
C 2.6710 -2.6350 -0.5717 -0.76 1.08 0.60
C 1.1037 -2.3916 -0.5063 1.26 0.08 -0.76
C 0.4165 -3.1304 -1.6734 -0.51 -0.52 0.69
O -0.8069 -3.7797 -1.2705 -0.05 0.85 0.31
C -1.7627 -2.8176 -0.9997 0.08 -0.52 -0.03
C -2.4074 -2.1979 -2.0669 0.17 -0.16 -0.04
C -3.3466 -1.2048 -1.8475 0.46 -0.51 0.07
C -3.6540 -0.8627 -0.5336 -0.39 0.69 -0.33
C -3.0274 -1.4862 0.5302 0.46 -0.19 0.48
C -2.0676 -2.4843 0.3137 0.01 0.47 -0.40
C 1.0654 -0.8697 -0.7593 0.91 0.67 1.14
N 2.1676 -0.6757 -1.6987 -0.32 0.57 0.20
H 3.0102 -3.3198 -1.3493 -0.03 -0.62 0.55
H 3.0999 -2.7478 0.4388 1.09 -0.30 -0.95
H 0.6957 -2.6423 0.5039 -0.53 0.03 -0.74
H 1.0533 -3.8953 -2.0939 -0.09 -0.16 0.09
H 0.2349 -2.3977 -2.4549 -0.10 -0.11 -0.14
H -2.1303 -2.5402 -3.0565 -0.11 0.15 -0.09
H -3.8076 -0.7318 -2.7024 -0.19 0.09 0.13
H -4.4037 -0.0962 -0.3793 0.01 -0.04 0.24
H -3.2470 -1.2094 1.5585 -0.34 -0.05 -0.06
H -1.5483 -2.9692 1.1294 -0.18 -0.15 0.06
H 1.4359 -0.3390 0.1519 -0.78 -0.13 0.30
H 0.1262 -0.4031 -1.0657 -0.09 -0.48 -0.48
H 2.3094 0.2931 -1.9593 0.26 -0.07 -0.14
Cl 4.9265 -0.4690 1.5952 0.81 -0.75 2.70
Li 2.0475 -3.1439 1.5674 0.13 -0.20 0.46
Na -1.1772 0.4057 0.9622 -0.27 0.33 0.10
C 3.1650 -2.7752 -3.9127 -0.38 -0.56 0.21
O 3.6819 -1.7136 -4.2717 0.07 0.04 -0.02
O 3.8241 -3.7686 -3.4783 0.25 0.29 0.06
O 1.9150 -2.9778 -3.8703 0.33 0.33 -0.54
Be 6.3374 -1.4109 3.4491 -0.99 0.65 -1.29
O -2.2982 2.9275 2.5981 0.37 -0.47 -0.40
C -1.9050 4.0654 2.6970 -0.35 0.11 0.21
O -0.7152 4.3694 3.2264 0.00 -0.10 -0.11
C -0.5641 5.8060 3.3166 0.08 0.40 -0.01
C -1.5337 6.3654 2.2877 -0.12 0.00 -0.04
C -2.6509 5.3233 2.3088 0.42 0.22 -0.17
H -0.8088 6.1140 4.3337 -0.04 -0.08 0.01
H 0.4683 6.0726 3.1091 0.06 -0.23 0.04
H -1.8641 7.3760 2.5138 0.01 -0.02 0.08
H -1.0637 6.3791 1.3033 0.02 0.02 0.02
H -3.3989 5.5375 3.0737 -0.07 -0.09 -0.04
H -3.1278 5.2080 1.3395 -0.22 -0.13 0.12
```
Forces are in eV/Å.

Okay, here come the natural (NBO) numbers, in e, for every atom: -0.46, 0.69, -0.54, -0.26, -0.08, -0.51, 0.28, -0.19, -0.19, -0.25, -0.30, -0.30, -0.24, -0.63, 0.32, 0.12, 0.12, 0.25, 0.22, 0.24, 0.24, 0.24, 0.22, 0.22, 0.16, 0.19, 0.41, -0.79, 0.95, 0.97, 0.89, -0.48, -0.45, -0.52, 0.43, -0.65, 0.81, -0.48, -0.07, -0.43, -0.53, 0.19, 0.21, 0.24, 0.21, 0.25, 0.25